# 1
Here is a gas-phase ion, C8H13N2OS (charge +1) at a distorted geometry from the Open Molecules 2025 dataset. Energies are from wB97M-V/def2-TZVPD.

Geometry (Å):
C1 -3.33 0.33 -0.69
C2 1.70 0.59 -0.28
C3 0.86 0.07 0.65
C4 3.18 0.05 -0.20
C5 -2.90 -0.17 0.72
C6 -0.56 0.34 0.66
C7 4.19 0.90 -0.79
C8 -1.21 -2.03 0.50
N1 -2.78 -0.04 -1.75
N2 -1.49 -0.60 0.65
O1 3.32 -1.01 0.32
S1 -1.18 1.91 0.68
H1 -4.01 1.12 -0.81
H2 1.37 1.15 -1.22
H3 1.14 -0.69 1.35
H4 -2.97 0.73 1.42
H5 -3.46 -1.12 1.11
H6 3.99 1.14 -1.84
H7 5.28 0.64 -0.70
H8 4.44 1.85 -0.14
H9 -1.58 -2.14 -0.47
H10 -0.14 -2.34 0.33
H11 -1.70 -2.63 1.22
H12 -2.12 -0.77 -1.73
H13 -0.05 2.72 1.00

Summary:
LUMO energy ... -4.64 eV
Multiplicity ... 1
Charge ... +1

---

# 2
Here is C8H13N3O in the gas phase at a distorted geometry from the Open Molecules 2025 dataset. Energies are from wB97M-V/def2-TZVPD.

Geometry (Å):
C1 0.07 0.98 -1.83
C2 1.21 -3.58 -1.98
C3 0.88 -2.43 -2.50
C4 -0.07 -0.83 -0.39
C5 -0.11 -1.66 0.82
C6 -1.65 2.17 0.44
C7 0.89 2.35 0.58
C8 -0.39 1.39 0.63
N1 0.52 -0.10 -2.48
N2 0.48 -1.19 -1.68
N3 -0.25 0.48 -0.49
O1 -0.13 2.14 -2.17
H1 1.53 -4.39 -2.52
H2 1.44 -3.63 -0.93
H3 0.63 -2.27 -3.59
H4 -1.10 -1.51 1.28
H5 0.66 -1.32 1.62
H6 0.21 -2.68 0.72
H7 -1.84 3.05 1.10
H8 -1.53 2.52 -0.66
H9 -2.44 1.48 0.57
H10 1.82 1.86 0.65
H11 0.83 3.09 1.34
H12 0.63 2.76 -0.43
H13 -0.48 0.69 1.44

Summary:
LUMO energy ... 0.45 eV
Multiplicity ... 1